11 unconnected molecules or ions with the total composition C28H68Cl8O22P4 at a distorted geometry. Source: the Open Molecules 2025 dataset; level of theory: the ωB97M-V functional and the def2-TZVPD basis.

```
130
C28H68Cl8O22P4 the ωB97M-V functional and the def2-TZVPD basis
C 13.187 -19.856 -8.370
O 13.893 -20.454 -7.350
P 13.334 -20.544 -5.844
O 12.984 -19.234 -5.338
O 12.100 -21.619 -6.026
C 11.298 -21.977 -4.936
O 14.557 -21.263 -4.952
C 14.511 -21.377 -3.503
H 13.762 -19.304 -9.113
H 12.517 -19.157 -7.869
H 12.656 -20.505 -9.067
H 10.960 -21.041 -4.492
H 11.828 -22.558 -4.182
H 10.530 -22.600 -5.394
H 15.441 -21.639 -3.000
H 13.766 -22.154 -3.334
H 14.260 -20.407 -3.072
C 12.665 -26.729 -7.410
O 13.889 -26.026 -7.451
P 14.352 -25.158 -8.722
O 13.258 -25.038 -9.792
O 15.686 -25.900 -9.317
C 16.572 -25.331 -10.306
O 14.970 -23.745 -8.039
C 15.640 -23.623 -6.740
H 11.916 -26.082 -7.866
H 12.373 -26.910 -6.376
H 12.740 -27.667 -7.961
H 16.080 -25.292 -11.277
H 17.452 -25.956 -10.454
H 16.861 -24.286 -10.192
H 14.932 -23.728 -5.917
H 15.940 -22.576 -6.710
H 16.542 -24.232 -6.690
C 8.214 -19.102 -10.599
O 8.024 -20.481 -10.273
P 9.296 -21.489 -10.557
O 10.650 -20.882 -10.499
O 8.961 -22.583 -9.459
C 9.928 -23.424 -8.865
O 8.860 -22.239 -11.941
C 7.720 -23.115 -11.947
H 8.559 -18.641 -9.674
H 7.322 -18.589 -10.959
H 9.007 -18.901 -11.320
H 10.182 -22.947 -7.918
H 10.865 -23.321 -9.411
H 9.720 -24.493 -8.813
H 7.995 -24.127 -12.243
H 7.096 -22.710 -12.745
H 7.057 -23.154 -11.083
C 12.564 -13.238 -0.156
O 12.880 -14.570 -0.433
P 11.779 -15.675 -0.961
O 10.590 -15.795 -0.060
O 11.491 -15.305 -2.521
C 10.569 -16.090 -3.217
O 12.598 -17.065 -0.977
C 11.993 -18.391 -0.867
H 11.480 -13.137 -0.221
H 13.009 -12.566 -0.889
H 12.835 -12.801 0.805
H 9.591 -16.240 -2.760
H 11.058 -17.064 -3.230
H 10.331 -15.785 -4.236
H 11.179 -18.529 -1.578
H 11.553 -18.672 0.090
H 12.795 -19.114 -1.016
C 15.516 -27.912 -3.282
C 15.767 -26.602 -2.499
O 16.691 -25.791 -3.146
C 16.953 -24.611 -2.505
C 18.048 -23.869 -3.135
O 16.228 -24.106 -1.567
H 16.314 -28.574 -3.617
H 15.057 -27.599 -4.220
H 14.742 -28.509 -2.800
H 14.811 -26.077 -2.489
H 16.144 -26.813 -1.499
H 18.157 -22.833 -2.814
H 17.977 -24.173 -4.179
H 18.920 -24.358 -2.701
C 7.653 -22.846 -4.963
C 6.064 -22.812 -5.001
O 5.601 -21.472 -5.187
C 4.255 -21.273 -5.397
C 3.897 -19.903 -5.931
O 3.387 -22.040 -5.170
H 7.937 -22.071 -4.251
H 8.059 -22.740 -5.969
H 8.147 -23.700 -4.500
H 5.627 -23.476 -5.747
H 5.651 -23.187 -4.065
H 2.832 -19.755 -5.749
H 4.189 -19.799 -6.976
H 4.544 -19.328 -5.269
C 7.963 -18.636 -2.281
C 7.349 -18.196 -3.594
O 7.514 -18.937 -4.820
C 8.713 -19.091 -5.221
C 8.812 -19.789 -6.523
O 9.738 -18.644 -4.741
H 9.049 -18.597 -2.188
H 7.710 -19.648 -1.967
H 7.581 -17.921 -1.553
H 6.312 -17.928 -3.388
H 7.682 -17.224 -3.957
H 9.868 -19.830 -6.793
H 8.162 -19.197 -7.166
H 8.542 -20.833 -6.364
Cl 18.350 -18.782 -2.057
C 17.050 -17.931 -2.942
Cl 17.718 -16.832 -4.137
H 16.364 -18.627 -3.425
H 16.550 -17.348 -2.169
Cl 17.747 -18.943 -8.460
C 16.814 -19.693 -7.131
Cl 17.854 -20.586 -6.057
H 16.233 -18.990 -6.534
H 16.207 -20.466 -7.602
Cl 14.479 -22.527 -13.133
C 14.215 -21.751 -11.495
Cl 15.629 -21.726 -10.379
H 13.845 -20.755 -11.741
H 13.459 -22.306 -10.940
Cl 14.545 -16.412 -4.881
C 13.642 -16.150 -6.443
Cl 14.602 -16.231 -7.960
H 12.926 -16.969 -6.364
H 13.132 -15.186 -6.462
```

Results
SMILES: COP(=O)(OC)OC.COP(=O)(OC)OC.COP(=O)(OC)OC.COP(=O)(OC)OC.CCOC(C)=O.CCOC(C)=O.CCOC(C)=O.ClCCl.ClCCl.ClCCl.ClCCl
LUMO (eV): 0.09
Net charge: 0
Max |F| (eV/Å): 5.57
Orbital gap (eV): 10.4
Highest occupied orbital energy (eV): -10.3
Total energy (eV): -212524.3536

Löwdin population analysis, charges in e, atoms 1 to 99: C -0.133; O -0.241; P 0.500; O -0.233; O -0.228; C -0.109; O -0.270; C -0.060; H 0.085; H 0.083; H 0.064; H 0.086; H 0.079; H 0.075; H 0.082; H 0.075; H 0.077; C -0.101; O -0.234; P 0.551; O -0.286; O -0.238; C -0.100; O -0.299; C -0.072; H 0.069; H 0.089; H 0.097; H 0.080; H 0.087; H 0.047; H 0.081; H 0.032; H 0.092; C -0.113; O -0.229; P 0.472; O -0.233; O -0.234; C -0.082; O -0.218; C -0.104; H 0.075; H 0.089; H 0.083; H 0.076; H 0.073; H 0.096; H 0.090; H 0.087; H 0.087; C -0.133; O -0.214; P 0.495; O -0.263; O -0.218; C -0.138; O -0.225; C -0.064; H 0.082; H 0.088; H 0.089; H 0.074; H 0.065; H 0.096; H 0.059; H 0.088; H 0.081; C -0.055; C -0.246; O -0.021; C -0.465; C 0.019; O 0.020; H 0.075; H 0.062; H 0.075; H 0.123; H 0.127; H 0.097; H 0.093; H 0.100; C -0.052; C -0.190; O -0.037; C -0.542; C 0.032; O 0.129; H 0.069; H 0.049; H 0.073; H 0.119; H 0.116; H 0.092; H 0.092; H 0.074; C -0.055; C -0.184; O 0.033

A molecular structure, C4H10O3 at a distorted geometry. Source: the Open Molecules 2025 dataset; level of theory: the ωB97M-V functional and the def2-TZVPD basis.

```
17
C4H10O3 the ωB97M-V functional and the def2-TZVPD basis
C -0.148 -1.029 0.561
C 0.809 0.038 0.636
C -1.852 1.050 -0.189
C 1.274 0.808 -0.560
O -1.222 0.435 0.901
O -0.443 -1.537 -0.646
O 1.888 -1.400 0.839
H -1.085 -2.251 -0.554
H 2.137 -1.694 -0.048
H -0.393 -1.592 1.453
H 0.978 0.456 1.616
H -1.897 0.401 -1.077
H -2.883 1.291 0.098
H -1.368 1.994 -0.478
H 1.019 0.304 -1.490
H 2.356 0.921 -0.505
H 0.829 1.803 -0.558
```

Results
LUMO (eV): 0.47
Net charge: 0
Energy relative to the best compared isomer or geometry (same formula, charge and spin) (kJ/mol): 421.1
Max |F| (eV/Å): 4.08
Orbital gap (eV): 9.2
Highest occupied orbital energy (eV): -8.7
Total energy (eV): -10448.8794

Just the natural (NBO) charges please, in e? Sure, here they are: C 0.421; C 0.135; C -0.256; C -0.665; O -0.701; O -0.662; O -0.871; H 0.500; H 0.448; H 0.214; H 0.242; H 0.160; H 0.175; H 0.149; H 0.229; H 0.244; H 0.239

A molecular structure, C20H65AgN10O13Y at a distorted geometry. Source: the Open Molecules 2025 dataset; level of theory: the ωB97M-V functional and the def2-TZVPD basis.

```
110
C20H65AgN10O13Y the ωB97M-V functional and the def2-TZVPD basis
Ag 0.355 -0.096 0.148
Y 0.588 0.520 -3.517
O 1.691 -0.359 -1.808
H 2.543 0.080 -1.616
O -1.031 0.466 -1.965
H -1.685 0.542 -1.242
O 0.887 2.671 -2.925
H 0.187 3.335 -3.076
C 5.061 -0.745 3.158
C 5.086 0.823 3.027
O 3.768 1.249 3.181
H 4.617 -1.284 2.320
H 4.647 -1.177 4.069
H 6.108 -1.045 3.110
H 5.409 1.064 2.014
H 5.673 1.370 3.765
H 3.753 2.179 2.943
C 5.178 -3.390 -0.308
C 3.892 -2.878 -0.755
O 4.005 -1.488 -0.976
H 5.409 -2.873 0.623
H 6.021 -3.241 -0.983
H 4.972 -4.416 -0.003
H 3.100 -2.973 -0.011
H 3.457 -3.316 -1.653
H 3.138 -1.357 -1.367
C 4.560 4.202 -1.502
C 4.521 3.956 -3.018
O 3.611 2.903 -3.323
H 5.161 3.445 -0.996
H 3.546 4.330 -1.125
H 5.205 5.054 -1.286
H 5.569 3.817 -3.284
H 4.097 4.820 -3.529
H 2.768 3.026 -2.880
C 3.096 1.911 0.235
C 1.855 2.624 0.746
O 0.768 2.283 -0.105
H 4.050 2.262 0.629
H 3.090 1.862 -0.854
H 3.214 0.876 0.556
H 1.989 3.687 0.545
H 1.606 2.501 1.800
H 0.902 2.485 -1.034
C -2.931 -4.431 2.440
O -2.887 -5.233 1.455
N -2.391 -3.284 2.465
N -3.670 -4.622 3.490
H -2.596 -2.736 3.289
H -1.603 -3.242 1.836
H -3.807 -3.910 4.193
H -4.152 -5.510 3.509
C -2.367 1.901 -4.463
O -1.315 1.280 -4.725
N -3.241 1.624 -3.541
N -2.940 2.782 -5.257
H -2.930 0.996 -2.814
H -4.009 2.268 -3.414
H -3.858 3.172 -5.098
H -2.418 2.992 -6.096
C -0.582 -3.040 -0.810
O -0.476 -2.518 0.300
N -1.247 -4.121 -1.024
N 0.120 -2.674 -1.886
H -1.494 -4.493 -1.930
H -1.555 -4.582 -0.180
H -0.169 -3.063 -2.772
H 0.732 -1.871 -1.869
C -2.157 4.414 -0.813
O -3.092 5.148 -1.056
N -1.405 4.472 0.256
N -1.844 3.429 -1.635
H -1.558 5.186 0.954
H -0.789 3.691 0.427
H -2.392 3.390 -2.482
H -1.125 2.732 -1.505
C -4.728 0.363 -0.936
C -4.179 -1.038 -0.964
C -5.301 -2.070 -0.726
O -6.102 -1.898 0.430
C -6.778 -3.175 0.668
N -3.391 -1.317 -2.223
H -5.560 0.448 -0.237
H -5.294 0.505 -1.856
H -4.029 1.190 -0.809
H -3.373 -1.089 -0.233
H -4.854 -3.061 -0.803
H -5.978 -2.112 -1.579
H -7.467 -3.420 -0.140
H -7.430 -3.022 1.528
H -6.070 -3.992 0.811
H -2.489 -0.864 -2.228
H -3.050 -2.267 -2.245
C 1.723 -1.312 4.291
C 0.830 -1.113 3.081
C -0.216 -0.051 3.310
O -0.956 0.293 2.169
C -1.790 1.406 2.241
N 1.789 -0.520 2.145
H 2.215 -0.468 4.775
H 2.561 -1.935 3.981
H 1.235 -1.982 4.999
H 0.454 -2.040 2.648
H 0.285 0.848 3.669
H -0.927 -0.310 4.094
H -1.208 2.311 2.412
H -2.602 1.269 2.954
H -2.368 1.599 1.337
H 2.328 0.221 2.569
H 2.436 -1.253 1.893
```

Results
LUMO (eV): -3.82
Net charge: +1
Max |F| (eV/Å): 5.41
Orbital gap (eV): 7.0
Highest occupied orbital energy (eV): -10.8
Total energy (eV): -68352.9682

Löwdin population analysis, charges in e, atoms 1 to 99: Ag 0.765; Y 1.738; O -0.487; H -0.008; O -0.464; H -0.009; O -0.412; H 0.008; C -0.053; C -0.262; O -0.124; H 0.048; H 0.066; H 0.075; H 0.103; H 0.119; H 0.088; C -0.078; C -0.363; O -0.095; H 0.067; H 0.093; H 0.089; H 0.109; H 0.117; H -0.001; C -0.090; C -0.281; O -0.122; H 0.067; H 0.066; H 0.078; H 0.115; H 0.110; H -0.002; C -0.095; C -0.254; O -0.177; H 0.069; H 0.061; H 0.051; H 0.111; H 0.110; H 0.016; C -0.755; O -0.031; N 0.191; N 0.170; H 0.121; H 0.078; H 0.117; H 0.127; C -0.678; O -0.100; N 0.187; N 0.193; H 0.053; H 0.135; H 0.135; H 0.132; C -0.726; O -0.021; N 0.204; N 0.164; H 0.129; H 0.091; H 0.110; H 0.012; C -0.760; O 0.039; N 0.186; N 0.169; H 0.128; H 0.066; H 0.081; H 0.047; C -0.067; C -0.384; C -0.220; O -0.176; C -0.073; N 0.043; H 0.085; H 0.081; H 0.061; H 0.122; H 0.113; H 0.128; H 0.086; H 0.087; H 0.083; H -0.006; H 0.044; C -0.059; C -0.380; C -0.196; O -0.250; C -0.100; N 0.031

C6H6O in the gas phase. Source: the Open Molecules 2025 dataset; level of theory: the ωB97M-V functional and the def2-TZVPD basis.

```
13
C6H6O the ωB97M-V functional and the def2-TZVPD basis
C -1.673 0.161 -1.631
C -1.674 -0.794 -0.677
C -0.458 -0.569 0.051
C -0.114 -0.293 1.355
C 1.246 0.284 1.404
O 1.740 0.174 0.048
C 0.776 -0.332 -0.647
H -2.445 0.251 -2.391
H -0.739 -0.387 2.236
H 1.262 1.351 1.654
H 1.968 -0.251 2.021
H 0.984 -0.531 -1.695
H -0.873 0.938 -1.728
```

Results
LUMO (spin up / spin down) (eV): -1.25 / -1.25
Net charge: 0
Energy relative to the best compared isomer or geometry (same formula, charge and spin) (kJ/mol): 531.0
Max |F| (eV/Å): 0.55
Orbital gap (spin up / spin down) (eV): 5.7 / 5.7
Highest occupied orbital energy (spin up / spin down) (eV): -6.9 / -6.9
Total energy (eV): -8361.0025

Just the natural (NBO) charges please, in e? Sure, here they are: C -0.505; C -0.317; C -0.143; C -0.141; C -0.135; O -0.382; C 0.385; H 0.184; H 0.244; H 0.240; H 0.234; H 0.230; H 0.106

A gas-phase ion, C7H17N5O6P3S (charge +1) at a distorted geometry. Source: the Open Molecules 2025 dataset; level of theory: the ωB97M-V functional and the def2-TZVPD basis.

```
39
C7H17N5O6P3S the ωB97M-V functional and the def2-TZVPD basis
N -1.474 3.502 -0.561
P -1.790 2.708 0.822
C -1.417 0.851 0.661
P -1.706 0.168 2.427
N -3.330 -0.504 2.380
O -1.851 1.492 3.533
C 0.013 0.600 -0.049
N -0.511 0.281 -1.417
C 0.404 -0.142 -2.530
C 1.943 0.251 -2.379
S 3.061 -1.220 -2.001
C 3.920 -0.674 -0.466
N 5.321 -0.561 -0.272
N 5.489 -0.086 0.989
C 4.205 0.094 1.571
O 3.170 -0.278 0.665
C -1.565 -0.751 -1.060
P -0.985 -2.472 -0.539
O 0.546 -2.590 -0.378
O -1.405 -3.597 -1.764
O -1.663 -3.021 0.917
O -2.371 0.023 -0.123
H -0.744 4.202 -0.340
H -0.959 3.313 1.843
H -3.159 2.925 1.167
H -3.359 -1.428 1.937
H -3.765 -0.543 3.310
H -0.954 1.870 3.643
H 0.511 1.625 -0.148
H 0.628 -0.182 0.501
H -0.896 1.193 -1.744
H 0.360 -1.267 -2.777
H 0.022 0.376 -3.488
H 2.176 1.093 -1.655
H 2.294 0.621 -3.413
H 3.974 0.508 2.611
H -2.267 -0.921 -1.959
H -0.953 -4.430 -1.484
H -0.913 -3.028 1.570
```

Results
SMILES: N=[PH2][C@]1(P(N)O)C[N@@H+](CCSc2nnco2)[C@@H](P(=O)(O)O)O1
LUMO (eV): -3.51
Net charge: +1
Max |F| (eV/Å): 6.70
Orbital gap (eV): 8.0
Highest occupied orbital energy (eV): -11.5
Total energy (eV): -65960.8989

Just the natural (NBO) charges please, in e? Sure, here they are: N -1.323; P 1.223; C -0.378; P 1.175; N -1.155; O -0.957; C -0.298; N -0.408; C -0.266; C -0.559; S 0.291; C 0.269; N -0.228; N -0.234; C 0.238; O -0.457; C -0.087; P 2.191; O -1.070; O -0.935; O -0.962; O -0.500; H 0.378; H 0.000; H 0.023; H 0.417; H 0.419; H 0.500; H 0.266; H 0.308; H 0.495; H 0.268; H 0.249; H 0.255; H 0.267; H 0.234; H 0.280; H 0.530; H 0.539

C7H16OP2 in the gas phase at a distorted geometry. Source: the Open Molecules 2025 dataset; level of theory: the ωB97M-V functional and the def2-TZVPD basis.

```
26
C7H16OP2 the ωB97M-V functional and the def2-TZVPD basis
C 3.460 1.601 0.616
C 2.284 0.907 -0.139
C 1.912 -0.506 0.374
C 0.572 -1.069 -0.334
C -0.653 -0.059 -0.213
C -1.859 -0.876 -0.083
C -2.274 -1.499 -1.314
P -2.683 -1.234 1.389
P -3.730 0.783 0.051
O -3.029 2.040 0.203
H 3.435 2.578 0.214
H 4.434 1.335 0.504
H 3.383 1.479 1.737
H 1.412 1.583 -0.083
H 2.523 0.932 -1.209
H 1.830 -0.386 1.445
H 2.571 -1.295 0.047
H 0.245 -1.939 0.068
H 0.855 -1.267 -1.436
H -0.816 0.802 -0.963
H -0.362 0.516 0.751
H -1.313 -1.778 -1.935
H -2.926 -2.442 -1.169
H -2.748 -0.750 -1.894
H -2.133 -0.049 1.984
H -4.390 0.592 1.388
```

Results
SMILES: CCCCCC(C)=[PH]=[PH]=O
LUMO (eV): -0.37
Net charge: 0
Energy relative to the best compared isomer or geometry (same formula, charge and spin) (kJ/mol): 138.9
Max |F| (eV/Å): 5.24
Orbital gap (eV): 8.2
Highest occupied orbital energy (eV): -8.5
Total energy (eV): -28140.0586

Just the natural (NBO) charges please, in e? Sure, here they are: C -0.607; C -0.399; C -0.395; C -0.358; C -0.533; C -0.255; C -0.708; P 0.414; P 1.072; O -1.083; H 0.211; H 0.205; H 0.198; H 0.203; H 0.200; H 0.202; H 0.212; H 0.199; H 0.200; H 0.252; H 0.232; H 0.226; H 0.233; H 0.247; H -0.022; H -0.146